1.
H30O15 | ωB97M-V/def2-TZVPD

For the energy above the lowest of the compared OMol25 structures with the same formula, charge and spin, the calculation gives 94.6 kcal per mole.

Geometry as XYZ:
```
45
Properties=species:S:1:pos:R:3:forces:R:3
H -0.179 0.149 0.564 0.188 -0.030 -0.232
H 0.954 -0.728 0.056 0.100 -0.186 0.233
H 4.700 -2.002 -0.333 -0.040 -0.165 0.065
H 4.041 -0.889 0.466 -0.332 -0.122 -0.247
H -3.267 0.225 -2.450 -0.014 -0.209 -0.052
H -4.405 0.390 -1.456 -0.143 0.000 -0.039
H -1.711 2.042 1.388 -0.160 0.075 -0.005
H -1.276 3.353 2.021 -0.079 0.012 -0.061
H -2.404 3.018 -2.029 0.000 0.083 0.147
H -1.975 4.474 -1.967 0.058 -0.069 0.048
H 4.083 -0.382 2.136 -0.048 -0.097 0.364
H 3.022 0.416 2.877 -0.068 0.028 -0.153
H 0.623 1.228 -2.779 0.255 0.443 0.143
H 0.728 0.958 -4.271 0.129 0.058 -0.024
H 1.108 4.351 -0.663 -0.228 -0.177 -0.033
H 2.067 4.134 -1.822 0.157 -0.424 0.039
H -0.580 -1.747 -3.348 0.165 0.134 -0.014
H -0.814 -0.340 -2.823 0.095 -0.224 0.091
H 0.588 -0.867 4.817 -0.084 -0.188 -0.091
H -0.540 0.149 4.746 -0.050 -0.079 0.059
H -1.200 -2.276 2.676 0.027 -0.145 -0.033
H -2.098 -2.475 3.886 0.161 -0.034 -0.103
H 3.515 1.889 -2.137 -0.232 0.146 0.003
H 3.707 2.734 -3.385 -0.016 -0.058 0.074
H -2.576 -3.305 -1.172 -0.109 0.070 0.104
H -2.306 -2.444 -2.395 -0.400 0.169 0.456
H 1.789 -3.973 2.327 -0.185 0.073 -0.053
H 2.907 -3.047 1.876 -0.050 0.182 -0.256
H -2.818 -0.180 0.370 -0.130 -0.372 -0.436
H -1.838 -0.412 1.508 -0.099 -0.384 0.023
O 0.146 -0.758 0.582 0.009 0.338 -0.023
O 4.105 -1.849 0.410 0.522 0.104 -0.339
O -3.693 -0.211 -1.704 -0.165 0.994 0.157
O -1.855 2.993 1.339 0.162 -0.083 0.200
O -1.668 3.582 -1.770 -0.146 -0.063 -0.313
O 3.153 -0.130 2.094 0.160 0.358 0.297
O 1.217 0.864 -3.446 -0.318 -0.268 -0.080
O 1.442 3.668 -1.255 -0.292 0.498 0.332
O -1.199 -1.224 -2.827 0.763 0.574 -0.796
O -0.373 -0.799 4.792 0.077 0.361 0.039
O -1.671 -2.957 3.168 -0.070 -0.102 0.094
O 3.554 2.804 -2.436 0.642 -0.076 -0.431
O -2.951 -2.585 -1.692 -0.238 -1.448 0.130
O 1.958 -3.191 1.789 0.092 -0.301 0.281
O -2.647 -0.762 1.119 -0.064 0.600 0.432
```
Positions in Å, forces in eV/Å.

Let us look at the natural (NBO) charges, expressed in e, one per atom: 0.445, 0.480, 0.472, 0.473, 0.458, 0.461, 0.460, 0.464, 0.461, 0.468, 0.467, 0.474, 0.480, 0.471, 0.460, 0.483, 0.478, 0.476, 0.473, 0.462, 0.477, 0.467, 0.479, 0.470, 0.459, 0.467, 0.463, 0.473, 0.476, 0.442, -0.927, -0.946, -0.915, -0.925, -0.929, -0.938, -0.947, -0.947, -0.943, -0.935, -0.944, -0.946, -0.941, -0.938, -0.922



2.
H30O15 | ωB97M-V/def2-TZVPD

For the energy above the lowest of the compared OMol25 structures with the same formula, charge and spin, the calculation gives 179.7 kcal per mole.

Geometry as XYZ:
```
45
Properties=species:S:1:pos:R:3:forces:R:3
H -0.864 -0.939 -0.551 0.203 -1.439 -0.431
H -1.640 0.271 -0.370 2.647 -0.219 0.125
H -2.286 0.086 -2.917 -2.702 -1.004 -0.239
H -1.067 0.471 -3.444 1.098 0.503 0.221
H 3.717 0.451 -0.490 1.142 -0.808 0.800
H 4.181 -0.713 0.443 -0.369 -0.366 0.015
H 0.586 -3.499 -0.116 0.556 -0.117 0.480
H 2.079 -3.744 -0.099 2.107 -1.409 -1.259
H -1.352 -2.547 2.996 -0.498 -1.838 -1.043
H -0.906 -3.796 3.578 0.119 -0.889 0.019
H 1.399 0.312 1.947 -1.375 -0.842 -0.766
H 0.322 -0.793 1.750 -0.005 -0.345 -0.057
H -3.632 -3.636 -1.416 0.255 1.675 -0.326
H -3.720 -2.064 -1.535 -1.698 1.118 1.262
H 2.729 -0.315 2.801 1.964 3.697 0.619
H 1.934 -1.335 3.296 0.129 -0.863 -0.455
H 1.750 3.178 -1.348 0.425 -1.756 -2.344
H 0.909 3.503 -0.110 1.750 0.108 -0.913
H -0.064 3.262 2.343 -0.436 0.027 0.302
H -1.382 2.676 1.882 0.318 0.543 0.936
H 0.803 1.559 0.643 1.070 -0.010 0.851
H 1.681 2.147 1.766 -0.343 1.538 4.211
H 1.772 -1.467 -0.758 -1.775 1.307 2.167
H 1.848 -2.396 -1.887 0.448 0.270 0.022
H -0.498 4.322 -1.145 -0.236 0.823 2.089
H -0.183 4.891 0.323 1.325 1.116 0.374
H -6.216 -1.263 -2.037 0.582 0.066 -0.175
H -4.701 -1.307 -2.578 -1.710 -0.389 0.299
H 0.623 1.875 -1.394 0.433 -2.388 -1.843
H 0.412 0.360 -1.581 -0.115 0.244 0.077
O -0.668 -0.058 -0.272 -4.424 0.747 -0.358
O -1.488 0.404 -2.581 0.663 0.449 -0.915
O 4.506 0.049 -0.031 -0.784 1.191 -0.756
O 1.430 -3.238 0.298 -3.702 0.450 2.171
O -1.381 -3.540 2.782 0.335 2.759 1.002
O 0.530 0.114 1.532 0.460 -0.528 2.684
O -3.191 -2.795 -1.696 2.703 -3.386 -0.326
O 2.519 -1.154 2.538 -0.919 -3.352 0.494
O 1.743 3.717 -0.610 -1.236 2.769 2.098
O -0.970 3.116 2.664 0.092 -0.491 -1.151
O 1.697 1.868 0.919 0.562 -0.456 -4.608
O 2.395 -1.850 -1.302 2.241 -0.537 -3.467
O -0.826 4.472 -0.205 -1.643 -1.596 -2.423
O -5.376 -1.749 -2.000 -0.109 0.968 -0.694
O 0.850 1.096 -2.028 0.455 2.660 1.228
```
Positions in Å, forces in eV/Å.

Let us look at the natural (NBO) charges, expressed in e, one per atom: 0.476, 0.481, 0.447, 0.485, 0.487, 0.471, 0.462, 0.474, 0.459, 0.463, 0.473, 0.471, 0.489, 0.467, 0.448, 0.459, 0.462, 0.459, 0.453, 0.475, 0.496, 0.447, 0.468, 0.451, 0.493, 0.479, 0.491, 0.473, 0.435, 0.495, -0.929, -0.934, -0.957, -0.935, -0.921, -0.964, -0.965, -0.894, -0.936, -0.928, -0.937, -0.921, -0.956, -0.954, -0.959



3.
H31O15 | ωB97M-V/def2-TZVPD

The net charge is +1. For the energy above the lowest of the compared OMol25 structures with the same formula, charge and spin, the calculation gives 194.7 kcal per mole.

Geometry as XYZ:
```
46
Properties=species:S:1:pos:R:3:forces:R:3
O 2.130 2.468 -1.331 1.107 2.623 2.711
H 0.661 0.942 0.662 -0.508 0.584 -1.409
H 2.484 3.207 -0.662 -1.278 -2.415 -2.281
O -3.826 -2.296 -1.254 0.599 -0.522 -1.771
H 4.533 0.447 -1.272 5.696 -4.359 7.998
H -3.693 -2.881 -2.097 -0.285 1.796 2.387
O 0.439 -0.167 -3.589 1.194 3.810 9.399
H 1.404 -3.660 -1.629 0.882 2.205 3.143
H -2.656 0.060 -0.057 -0.292 -0.334 0.073
O -1.970 1.509 2.460 2.098 -2.171 1.006
H -0.951 -4.035 1.041 -0.995 -0.541 -0.565
H -2.195 0.482 2.619 0.871 3.180 -0.387
O 1.149 0.215 0.213 1.565 1.644 -0.443
H 1.558 -0.030 1.144 0.714 -1.161 -1.522
H 1.860 0.681 -0.455 -2.007 -1.052 2.092
O -1.345 1.694 -1.030 1.532 -0.409 -3.119
H 1.249 0.460 -3.343 -2.729 -2.056 -0.201
H 0.633 -0.285 -4.404 1.542 -1.795 -9.184
O 1.667 -3.082 -0.763 -0.759 -2.356 -3.012
H -1.866 1.276 -1.746 0.570 0.403 0.401
H -0.968 -1.018 -2.672 -1.140 -1.003 -0.645
O -0.236 3.731 0.871 -1.299 1.722 3.046
H -3.280 -1.483 -1.464 -1.130 -1.684 -0.236
H -1.307 -1.298 -1.372 -0.347 -0.436 0.679
O -1.037 -3.139 0.735 1.529 1.843 0.933
H 0.220 4.514 1.327 -1.102 -1.183 -1.024
H 1.830 -2.023 2.517 0.556 1.067 -0.599
O -2.091 -1.142 3.884 -7.399 -1.625 -12.141
H -0.963 3.522 1.596 1.870 0.220 -2.229
O 4.095 0.851 -1.849 -6.163 4.655 -8.957
H 3.668 1.718 -1.745 0.882 -0.996 1.075
H -2.039 -0.827 4.607 2.224 5.769 14.851
O -1.681 -1.571 -2.221 2.773 1.962 -0.669
H -1.733 -2.855 0.148 -0.706 -1.871 -0.408
H -1.953 1.861 -0.367 -1.783 0.783 2.256
O 1.826 -1.473 1.693 -0.799 -1.719 1.725
H 2.091 -3.751 -0.203 -0.016 0.215 -0.190
H 1.038 -1.878 1.277 0.257 0.115 -0.629
O -1.919 -0.302 0.436 0.438 -3.233 0.249
H 2.202 2.895 -2.182 -0.326 0.392 -0.670
H 2.609 2.719 1.517 0.216 -0.195 0.373
O 1.738 2.310 1.534 -0.953 1.935 -1.455
H 1.107 2.983 0.967 0.993 -2.014 1.968
H -0.965 1.590 2.683 -2.777 -0.564 -0.357
H -1.555 -1.622 3.419 5.171 -4.148 -2.884
H -1.960 -1.320 0.356 -0.486 2.920 0.621
```
Positions in Å, forces in eV/Å.

Let us look at the natural (NBO) charges, expressed in e, one per atom: -0.959, 0.557, 0.497, -0.977, 0.463, 0.488, -0.924, 0.489, 0.476, -0.999, 0.508, 0.528, -0.817, 0.565, 0.590, -0.937, 0.480, 0.460, -0.957, 0.474, 0.507, -0.936, 0.478, 0.466, -1.000, 0.489, 0.502, -0.920, 0.525, -0.972, 0.489, 0.459, -0.979, 0.494, 0.467, -0.956, 0.470, 0.517, -0.945, 0.500, 0.476, -1.038, 0.499, 0.455, 0.480, 0.467



4.
H31O15 | ωB97M-V/def2-TZVPD

As for the spin multiplicity: 2. Its expectation value of S² is 0.757. The net charge is +2. For the energy above the lowest of the compared OMol25 structures with the same formula, charge and spin, the calculation gives 2.6 kcal per mole.

Geometry as XYZ:
```
46
Properties=species:S:1:pos:R:3:forces:R:3
O -2.975 0.587 2.708 1.958 -1.785 0.800
H -2.202 1.183 3.120 -0.808 -0.640 -0.843
H -2.847 -0.293 3.150 -0.596 0.971 0.308
O 2.518 -0.338 -3.048 0.351 0.360 0.444
H 3.206 -0.050 -3.671 -0.430 -0.616 0.176
H 2.107 -1.161 -3.351 0.351 0.329 -0.622
O -1.458 -3.090 2.389 -0.620 0.732 -0.503
H -0.785 2.573 0.182 -1.212 -0.599 -0.169
H -0.509 -2.902 2.336 -0.017 -0.383 0.484
O -0.378 4.178 1.544 -0.807 0.377 1.112
H 0.029 3.986 0.701 0.710 0.518 0.297
H 0.242 4.612 2.140 0.194 0.229 -0.604
O 0.852 2.221 0.459 2.092 -1.504 -1.398
H 1.559 2.386 -0.217 -0.700 0.869 0.236
H 0.945 1.256 0.338 -0.829 0.056 0.523
O -1.768 2.438 0.066 0.252 0.236 -0.184
H -2.202 3.295 0.011 0.164 0.152 0.102
H -1.705 -3.855 2.918 0.461 -0.181 0.121
O 2.040 3.014 -2.540 -0.309 0.098 0.781
H 2.708 3.568 -2.120 0.134 -0.045 -0.498
H 2.466 2.483 -3.215 0.175 0.002 -0.002
O -0.605 -1.757 -1.357 0.105 0.744 0.495
H -0.883 -2.530 -0.856 0.041 -0.205 -0.665
H -0.268 -1.969 -2.243 -0.219 -0.463 0.180
O 3.356 -1.526 2.790 0.169 0.019 -0.393
H 2.416 -1.776 2.611 -0.674 -0.088 -0.322
H 3.479 -1.413 3.749 0.123 -0.113 0.445
O -1.854 0.433 -4.002 -0.712 -0.351 1.441
H -2.671 1.234 0.322 0.476 -0.844 -0.569
O 0.580 -1.854 -4.034 0.131 -0.192 0.659
H 0.070 -2.484 -4.551 -0.127 0.295 -0.244
H 0.228 -0.957 -4.127 -0.459 -0.146 -0.421
O -0.845 1.659 3.457 1.062 1.176 1.371
H -0.443 2.527 3.257 -0.442 -0.113 -1.399
H -0.736 1.768 4.418 -0.386 -0.832 0.179
O 1.187 -2.842 1.811 0.377 0.493 0.457
H 1.416 -3.764 1.994 0.058 -0.201 -0.202
H 1.253 -2.719 0.824 0.365 -0.401 -0.339
O -2.916 0.232 0.365 -0.246 0.386 0.330
H -2.602 0.116 1.625 -1.868 1.619 -0.751
H -3.895 0.212 0.249 0.795 -0.286 0.293
O 1.865 -3.147 -0.788 0.338 0.023 0.054
H 1.899 -2.496 -1.500 -0.288 0.222 0.094
H 2.657 -3.678 -0.944 -0.046 -0.138 0.148
H -1.869 0.729 -3.072 0.806 0.425 -0.429
H -2.664 -0.093 -3.900 0.106 -0.202 -0.979
```
Positions in Å, forces in eV/Å.

Let us look at the natural (NBO) charges, expressed in e, one per atom: -0.873, 0.531, 0.506, -0.991, 0.485, 0.492, -0.850, 0.516, 0.487, -0.964, 0.481, 0.488, -0.964, 0.512, 0.490, -0.987, 0.507, 0.502, -0.958, 0.475, 0.488, -0.990, 0.476, 0.499, -0.405, 0.513, 0.512, -0.935, 0.528, -1.001, 0.510, 0.522, -0.935, 0.525, 0.498, -0.876, 0.518, 0.554, -0.900, 0.522, 0.514, -0.970, 0.511, 0.499, 0.468, 0.470



5.
H31O16 | ωB97M-V/def2-TZVPD

The net charge is -1. For the energy above the lowest of the compared OMol25 structures with the same formula, charge and spin, the calculation gives 169.8 kcal per mole.

Geometry as XYZ:
```
47
Properties=species:S:1:pos:R:3:forces:R:3
O -2.580 2.434 -4.440 -0.899 2.208 2.415
H -0.566 0.754 -1.769 -1.147 -1.026 -0.805
H -2.718 -2.410 0.706 -8.320 -2.755 6.239
O -1.871 3.340 -1.349 4.812 -1.671 -2.636
H -2.437 1.638 -3.930 0.457 -0.579 -0.011
H -2.733 3.057 -3.616 0.634 -1.417 -2.387
O 2.508 -1.019 3.853 -0.259 -4.876 2.524
H -2.647 3.094 -0.936 -2.150 -1.058 1.366
H -1.684 -1.173 0.519 0.992 -2.505 -1.425
O -2.085 -2.219 0.201 7.494 3.959 -5.401
H 0.093 -2.118 2.419 -0.619 0.389 -0.964
H -1.330 2.385 -1.443 -2.854 4.013 0.410
O -1.356 0.779 -2.381 2.194 2.233 0.165
H 1.675 -3.214 -4.080 0.480 4.126 -5.873
H -0.363 -0.771 -0.522 0.276 -0.822 -3.118
O 2.023 4.006 1.591 0.014 0.410 0.049
H 2.374 -1.788 1.009 -1.104 -1.159 0.422
H -2.020 0.842 0.755 -0.165 0.640 -0.890
O 2.124 2.663 -3.323 -1.045 1.875 -1.409
H 1.732 3.414 -3.915 0.780 -2.327 1.898
H 1.380 2.206 -2.888 0.294 0.387 -0.513
O 1.553 0.199 -1.422 2.313 0.877 1.877
H 2.155 0.743 -0.796 -1.652 -0.548 -1.909
H 2.445 -0.369 3.204 -0.659 0.963 -2.387
O -0.887 -3.407 -2.945 -2.250 -1.690 1.097
H -1.569 -4.109 -2.772 -0.196 0.274 -2.396
O 1.642 -3.732 -3.388 -0.846 -3.103 6.688
H -1.840 -0.011 -2.408 -0.575 -1.947 0.674
H 0.957 -3.267 -2.824 1.238 -1.197 -1.135
O 3.005 -1.155 0.738 0.820 1.491 -0.536
H 2.204 -2.002 3.624 0.893 3.985 0.127
H 2.524 -0.317 0.862 0.068 -0.339 0.294
O -0.429 -0.530 0.349 -0.787 1.774 4.187
H -1.399 -1.583 2.763 1.269 -0.571 -0.645
H -3.164 1.971 1.033 2.759 -1.569 -2.908
O -0.271 -1.045 5.953 0.563 0.653 4.358
H 0.292 0.501 2.807 -1.171 -1.798 2.756
H 2.771 3.569 1.207 0.800 0.017 -0.781
O -2.481 1.581 0.276 -2.870 0.196 4.458
H 0.197 0.786 1.437 0.276 -0.222 -1.202
H 0.596 -0.622 6.089 -0.989 -0.630 -1.918
O -0.549 -1.932 3.100 -0.949 0.267 1.478
H -0.842 -3.527 -1.997 1.477 1.768 1.772
H 1.815 -0.652 -1.011 -0.555 0.058 -0.650
O 0.757 1.000 2.202 1.444 1.826 -1.599
H -0.790 -1.325 5.241 0.598 -0.071 -2.461
H 1.787 3.333 2.219 -0.885 -0.511 0.707
```
Positions in Å, forces in eV/Å.

Let us look at the natural (NBO) charges, expressed in e, one per atom: -0.970, 0.516, 0.417, -0.979, 0.477, 0.485, -0.976, 0.463, 0.483, -1.065, 0.497, 0.499, -0.995, 0.447, 0.437, -0.932, 0.469, 0.504, -0.961, 0.474, 0.487, -0.958, 0.466, 0.491, -0.931, 0.468, -0.936, 0.493, 0.479, -0.942, 0.484, 0.477, -1.225, 0.488, 0.457, -1.041, 0.468, 0.455, -0.972, 0.517, 0.521, -0.985, 0.473, 0.491, -1.008, 0.518, 0.477